Entry 1:
23
Properties=species:S:1:pos:R:3:nbo_charge:R:1 method="wB97M-V/def2-TZVPD" smiles="CCC(N)=O.CCC" total_energy_ha=-367.5868 orbital_gap_ev=10.66
C 1.4137 0.2648 0.7406 -0.516
C 0.8933 0.9966 2.0060 -0.609
C 0.9214 -1.1743 0.6860 0.680
O 0.3000 -1.6714 -0.2258 -0.613
N 1.1573 -1.8912 1.8305 -0.831
H 0.8478 0.7218 -0.0694 0.239
H 2.4612 0.3954 0.4737 0.230
H -0.1779 0.9321 1.8797 0.221
H 1.2541 2.0273 1.9293 0.217
H 0.6598 -2.7414 2.0176 0.402
H 1.6419 -1.4604 2.5930 0.384
H 1.3749 0.6761 2.9314 0.200
C -1.7617 0.6238 -1.3304 -0.422
C -1.3413 2.0084 -0.8281 -0.634
C -1.3239 0.2601 -2.7608 -0.618
H -2.8482 0.6507 -1.3661 0.193
H -1.5569 -0.1782 -0.6310 0.222
H -2.2252 2.6216 -0.6200 0.211
H -1.1201 2.0183 0.2384 0.203
H -0.5107 0.9177 -3.1058 0.196
H -0.6345 2.5776 -1.4245 0.211
H -2.1850 0.3007 -3.4154 0.207
H -0.7617 -0.6813 -2.7591 0.229


Entry 2:
23
Properties=species:S:1:pos:R:3:nbo_charge:R:1 method="wB97M-V/def2-TZVPD" total_energy_ha=-367.5648 orbital_gap_ev=9.74
C -1.1133 -1.3735 0.0646 -0.205
C 0.1995 -1.3508 -0.7423 -0.432
C 0.8386 0.0519 -0.6335 0.029
C 1.5221 0.3453 0.4628 -0.205
C 2.2828 1.6029 0.7541 -0.653
C 0.8017 0.8764 -1.8862 -0.658
N -2.1335 -2.1554 -0.6596 -0.852
H -0.9765 -1.9474 0.9863 0.189
H -1.4915 -0.3790 0.3128 0.160
H -0.0219 -1.5055 -1.7918 0.201
H 0.8448 -2.1347 -0.3579 0.222
H 1.5174 -0.3793 1.2728 0.192
H 1.6506 2.4670 0.9477 0.215
H 2.9500 1.5060 1.6100 0.219
H 2.9244 1.8849 -0.0901 0.211
H 1.7960 0.9381 -2.3408 0.225
H 0.1021 0.5086 -2.5926 0.212
H 0.5669 1.9077 -1.6518 0.219
H -2.2573 -1.8275 -1.6072 0.349
H -3.0389 -2.2503 -0.2236 0.361
H -1.8291 1.6501 2.4523 0.475
H -2.6349 0.3289 2.7195 0.473
O -2.4998 1.2356 2.9944 -0.946


Entry 3:
23
Properties=species:S:1:pos:R:3:nbo_charge:R:1 method="wB97M-V/def2-TZVPD" smiles=NCCCCCCO total_energy_ha=-367.5456 orbital_gap_ev=9.53
C 2.2958 1.3940 1.4350 -0.059
O 3.0473 0.7641 0.3550 -0.745
C 0.8754 1.4279 0.8803 -0.419
C 0.3005 0.0730 0.5592 -0.411
C -1.2478 -0.0140 0.7339 -0.404
C -1.9162 -1.0516 -0.2170 -0.414
C -1.0977 -1.7727 -1.3230 -0.221
N -1.0186 -0.8838 -2.4671 -0.884
H 2.8340 2.3418 1.6107 0.175
H 2.2874 0.7478 2.3475 0.176
H 3.3686 1.4431 -0.2445 0.464
H 0.8986 2.0339 -0.0435 0.201
H 0.2450 1.9232 1.6379 0.194
H 0.4295 -0.1052 -0.5600 0.205
H 0.8018 -0.8298 0.9228 0.212
H -1.7675 0.9376 0.6907 0.201
H -1.3281 -0.2227 1.8115 0.199
H -2.8362 -0.6137 -0.6381 0.197
H -2.3784 -1.8395 0.4099 0.201
H -0.1047 -2.1529 -1.0173 0.202
H -1.6477 -2.7114 -1.4719 0.177
H -0.1662 -0.5147 -2.8389 0.386
H -1.8749 -0.3744 -2.5731 0.367


Entry 4:
23
Properties=species:S:1:pos:R:3:nbo_charge:R:1 method="wB97M-V/def2-TZVPD" smiles=CC(C)CNCCO total_energy_ha=-367.5534 orbital_gap_ev=9.74
C -0.4089 -0.4755 -2.0551 -0.254
C 1.0578 -0.7438 -2.5693 -0.101
O 1.2542 -2.1821 -2.5781 -0.741
N -0.5900 0.4035 -0.9153 -0.611
C 0.0219 -0.1425 0.3133 -0.210
C -0.1593 0.8149 1.4778 -0.240
C -1.6484 1.0950 1.7033 -0.601
C 0.6146 0.4678 2.7394 -0.607
H -0.7118 -1.4457 -1.6463 0.207
H -1.0796 -0.2814 -2.9085 0.194
H 1.7532 -0.5428 -1.7456 0.177
H 1.4120 -0.3268 -3.5078 0.176
H 1.2314 -2.5409 -3.4683 0.466
H -0.1223 1.2765 -1.1500 0.341
H 1.0449 -0.4514 0.0768 0.171
H -0.4416 -1.1310 0.4850 0.186
H 0.3334 1.7698 1.1605 0.186
H -1.8106 1.1948 2.7841 0.198
H -2.2985 0.2818 1.3557 0.214
H -1.9685 2.0572 1.3009 0.216
H 0.8448 -0.6154 2.7426 0.202
H 0.0655 0.5824 3.6873 0.216
H 1.6060 0.9356 2.7177 0.213


Entry 5:
40
Properties=species:S:1:pos:R:3:nbo_charge:R:1 method="wB97M-V/def2-TZVPD" charge=-4 s_squared=3.76 spin_multiplicity=4 total_energy_ha=-3483.9777 orbital_gap_ev="2.54 / 2.41"
V -0.0196 -0.2850 0.2526 1.227
S 2.4188 -2.5731 -1.0016 2.603
O 2.7702 -2.3740 -2.4282 -1.166
O 1.4724 -1.4781 -0.6358 -1.101
O 1.7494 -3.8880 -0.8686 -1.062
O 3.6216 -2.4746 -0.1633 -1.079
S 2.3937 0.1329 2.6291 2.611
O 3.0684 -1.0446 3.1911 -1.066
O 2.0479 1.0929 3.6935 -1.140
O 3.2680 0.7423 1.6067 -1.117
O 1.1600 -0.2891 1.9264 -1.084
S -1.6854 -3.3214 0.5619 2.597
O -2.9512 -3.3529 1.2956 -1.130
O -1.6799 -4.1754 -0.6460 -1.102
O -1.2558 -1.9504 0.2849 -1.107
O -0.6707 -4.0906 1.3217 -1.084
C -0.7471 -0.5989 -3.1132 -0.267
O -0.3074 0.0309 -1.9246 -0.523
C 0.4365 1.2164 -2.2617 -0.067
C 1.2387 1.8340 -1.1281 -0.250
N 0.5791 1.8387 0.1759 -0.608
C -0.6055 2.7093 0.1780 -0.239
C -1.5901 2.1740 1.2325 -0.072
O -1.6362 0.7422 1.2342 -0.521
C -2.6445 0.2800 2.1365 -0.249
H 0.1268 -1.1411 -3.4965 0.227
H -1.0672 0.1355 -3.8557 0.119
H -1.4654 -1.3907 -2.9181 0.233
H -0.3485 1.8797 -2.6461 0.133
H 1.1861 0.9915 -3.0277 0.202
H 1.5447 2.8527 -1.4304 0.135
H 2.2064 1.3405 -0.9969 0.288
H 1.1585 2.2805 0.8849 0.414
H -1.1247 2.7882 -0.7805 0.176
H -0.3260 3.7448 0.4100 0.158
H -2.5444 2.7030 1.2287 0.149
H -1.0654 2.4350 2.1637 0.183
H -3.5811 0.5895 1.6613 0.138
H -2.5585 0.6988 3.1401 0.157
H -2.5726 -0.8057 2.1141 0.285


Entry 6:
24
Properties=species:S:1:pos:R:3:nbo_charge:R:1 method="wB97M-V/def2-TZVPD" smiles="C=C(/C=C/C)NC.O.O" total_energy_ha=-442.7088 orbital_gap_ev=8.66
C 2.5163 1.2955 0.5724 -0.448
N 1.1025 1.7145 0.4369 -0.610
C 0.2880 0.5617 0.2958 0.141
C -1.0052 0.6954 0.8588 -0.535
C 0.0583 -2.7715 -1.9092 -0.640
C -0.0165 -1.6495 -0.9300 -0.115
C 0.5656 -0.4555 -0.7281 -0.274
H 3.2056 1.9929 0.0123 0.203
H 2.8401 0.3894 0.0077 0.222
H 2.7438 1.2476 1.7140 0.200
H 0.6810 2.2254 1.2700 0.387
H -1.7717 -0.0156 0.7185 0.201
H -1.3887 1.5353 1.3937 0.203
H 0.0684 -3.6340 -1.2329 0.225
H -0.7641 -2.7562 -2.6075 0.233
H 0.9580 -2.8171 -2.4150 0.211
H -0.9569 -1.8956 -0.2713 0.189
H 1.4506 0.0459 -1.4569 0.206
H -1.7410 1.2404 -2.4239 0.465
H -2.3868 1.5075 -1.1331 0.470
O -2.6703 1.2285 -2.0358 -0.935
H -1.1232 -1.0320 2.9609 0.460
H 0.0677 -0.2554 2.4849 0.475
O -0.3345 -0.7080 3.1561 -0.936


Entry 7:
24
Properties=species:S:1:pos:R:3:nbo_charge:R:1 method="wB97M-V/def2-TZVPD" smiles=CC[C@H](O)[C@H](N)[C@H](C)O total_energy_ha=-442.8424 orbital_gap_ev=10.08
C 0.3377 0.6223 0.4809 0.096
C -1.7390 -0.6209 -0.4426 0.091
C -0.1814 -0.5059 -0.4577 -0.095
C 1.8659 0.8074 0.5275 -0.422
C -2.4865 0.6938 -0.6457 -0.644
C 2.6712 -0.4744 0.6959 -0.617
N 0.3462 -0.3640 -1.8248 -0.838
O -0.1595 0.4024 1.8109 -0.739
O -2.1801 -1.2024 0.7872 -0.738
H 0.4224 -0.2481 2.2393 0.472
H -1.8493 -0.6151 1.4983 0.486
H -0.0812 1.5824 0.1578 0.180
H -2.0444 -1.3174 -1.2327 0.173
H 0.1948 -1.4564 -0.0564 0.198
H -0.0986 0.4228 -2.2952 0.352
H 0.0926 -1.1933 -2.3640 0.362
H 2.2017 1.3090 -0.3881 0.219
H 2.1114 1.4733 1.3643 0.210
H -2.1271 1.2424 -1.5201 0.197
H -3.5565 0.4980 -0.7773 0.225
H -2.4090 1.3380 0.2372 0.211
H 2.6387 -1.0840 -0.2122 0.219
H 2.3081 -1.0785 1.5316 0.185
H 3.7218 -0.2314 0.8859 0.217


Entry 8:
25
Properties=species:S:1:pos:R:3:nbo_charge:R:1 method="wB97M-V/def2-TZVPD" smiles="CC(O)(O)CO.C=C(C)N" total_energy_ha=-518.0524 orbital_gap_ev=9.24
C 1.5924 0.7390 -0.9949 0.313
C -1.5014 0.5279 -0.0274 -0.095
C 1.7392 -0.5577 -1.7284 -0.669
C 2.0163 0.9087 0.2908 -0.690
N 1.0261 1.7538 -1.7190 -0.794
O -1.4553 0.0246 -1.3472 -0.745
H -1.1117 -0.8730 -1.2830 0.490
H 0.8466 2.6144 -1.2238 0.382
H 0.2906 1.4809 -2.3595 0.403
H -0.9163 1.4512 0.0435 0.160
H -2.5386 0.7534 0.2278 0.164
H 0.9877 -0.6501 -2.5170 0.217
H 2.1140 1.9083 0.6879 0.215
H 2.7305 -0.6118 -2.1796 0.233
H 1.6300 -1.4023 -1.0432 0.244
H 0.7232 0.5294 1.4328 0.498
H 2.7007 0.1843 0.7027 0.223
C -2.1871 -1.0747 1.9104 -0.642
C -0.9699 -0.5268 1.1729 0.510
O -0.2992 -1.5770 0.5037 -0.773
O -0.1363 0.1426 2.0128 -0.773
H 0.1402 -2.1190 1.1750 0.484
H -2.6905 -0.2606 2.4176 0.220
H -2.8568 -1.5489 1.2009 0.215
H -1.8746 -1.8168 2.6441 0.209


Entry 9:
24
Properties=species:S:1:pos:R:3:nbo_charge:R:1 method="wB97M-V/def2-TZVPD" smiles="CC[S@@](=N)(=O)C(C)(C)C" total_energy_ha=-765.6798 orbital_gap_ev=9.76
C -2.1576 -1.5565 0.1796 -0.627
C 1.1742 -0.7731 -1.0540 -0.643
C 2.0186 1.3207 0.2038 -0.655
C 0.9656 -0.5471 1.4029 -0.640
C -1.9912 -0.2205 -0.5956 -0.602
C 1.0018 0.2013 0.1374 -0.216
N -0.7285 1.9914 -1.2522 -1.227
O -1.2239 1.4379 1.2279 -0.969
S -0.7319 1.0076 -0.0702 1.973
H -1.3698 -2.2382 0.2370 0.206
H -2.3175 -1.2604 1.1664 0.224
H -3.1053 -2.0524 -0.0174 0.227
H 0.2887 -1.4865 -1.1446 0.221
H 1.2865 -0.0697 -1.9890 0.239
H 2.1632 -1.3325 -0.9505 0.225
H 2.1453 1.6814 1.3269 0.223
H 1.9485 2.1729 -0.4818 0.248
H 3.0945 1.0158 0.0034 0.231
H 1.9964 -0.9803 1.5918 0.219
H 0.7351 0.2174 2.1827 0.248
H 0.2049 -1.4755 1.2213 0.214
H -2.8458 0.3507 -0.5727 0.246
H -1.9209 -0.4066 -1.6107 0.227
H -0.6309 3.0022 -1.1426 0.404


Entry 10:
23
Properties=species:S:1:pos:R:3:nbo_charge:R:1 method="wB97M-V/def2-TZVPD" charge=-1 s_squared=0.75 spin_multiplicity=2 total_energy_ha=-690.4719 orbital_gap_ev="2.29 / 8.30"
C 0.4074 -2.0628 3.0087 -0.664
C -0.2537 -0.9479 2.2355 0.022
C -1.4995 -0.5649 2.4922 -0.441
C 0.6334 -0.2225 1.2691 -0.681
H 0.6250 -2.9426 2.3976 0.212
H -0.1928 -2.3611 3.8676 0.206
H 1.3595 -1.6801 3.3857 0.202
H -1.8886 0.3879 2.1560 0.192
H -2.1593 -1.1976 3.0747 0.184
H 0.0594 0.5250 0.7316 0.220
H 1.0512 -0.9348 0.5595 0.224
H 1.4703 0.2706 1.7736 0.194
C 0.3397 1.5319 -1.9774 -0.251
C -0.5617 0.5637 -2.7196 -0.650
S -1.4721 -0.5504 -1.5991 -0.541
N 1.1324 2.2909 -2.9712 -0.841
H -0.2698 2.2240 -1.3920 0.179
H 0.9769 1.0087 -1.2646 0.167
H -1.2674 1.1237 -3.3264 0.208
H 0.0619 -0.0481 -3.3720 0.197
H -1.9494 -1.3471 -2.6016 -0.030
H 1.4221 3.1712 -2.5618 0.345
H 1.9753 1.7626 -3.1660 0.346


Entry 11:
23
Properties=species:S:1:pos:R:3:nbo_charge:R:1 method="wB97M-V/def2-TZVPD" smiles=CCN[C@H](C)CCS total_energy_ha=-690.5040 orbital_gap_ev=9.33
C -1.6629 -0.3363 0.8960 -0.212
N -0.8135 -0.4439 -0.3510 -0.669
C -0.1125 0.8118 -0.7487 -0.045
C 1.3942 0.3839 -0.8987 -0.399
C 1.9877 0.0990 0.5238 -0.559
S 3.5608 -0.6904 0.4740 -0.019
C -0.8588 1.2923 -2.0031 -0.621
C -1.7836 -1.6823 1.5874 -0.631
H -1.2317 0.4442 1.5553 0.168
H -2.6081 0.0484 0.5505 0.183
H -0.3693 -1.3439 -0.3684 0.368
H -0.1253 1.5290 0.1191 0.182
H 1.4892 -0.5517 -1.4231 0.197
H 2.0489 1.1347 -1.3510 0.207
H 2.1050 1.1613 0.9252 0.219
H 1.2494 -0.3945 1.1578 0.218
H 4.2903 0.3400 0.9652 0.129
H -1.6415 1.9904 -1.6926 0.210
H -0.2344 1.9515 -2.6693 0.203
H -1.3010 0.4205 -2.4969 0.233
H -0.9267 -1.9312 2.2799 0.209
H -1.6993 -2.5193 0.8933 0.208
H -2.7567 -1.7134 2.0751 0.221


Entry 12:
23
Properties=species:S:1:pos:R:3:nbo_charge:R:1 method="wB97M-V/def2-TZVPD" smiles=CCCN[C@H](C)CS total_energy_ha=-690.4576 orbital_gap_ev=9.99
C 0.3359 -0.7394 1.4083 -0.233
N 0.9798 0.4626 0.9914 -0.615
C 1.1925 0.3830 -0.4904 -0.054
C 0.0867 0.9602 -1.2942 -0.535
S -1.2413 -0.0701 -2.0785 -0.011
C 2.6009 1.0362 -0.8824 -0.659
C -0.8400 -0.3657 2.3883 -0.413
C -1.9367 -1.3881 2.1583 -0.616
H -0.1484 -1.3196 0.6572 0.196
H 0.9752 -1.4910 1.9034 0.186
H 1.9434 0.3523 1.2987 0.356
H 1.3274 -0.7062 -0.8802 0.166
H -0.4205 1.7839 -0.7584 0.237
H 0.6921 1.4597 -2.0567 0.224
H -0.4441 -0.7499 -2.7435 0.092
H 3.4990 0.8340 -0.3337 0.218
H 3.0675 0.9040 -1.9438 0.230
H 2.3664 2.0640 -0.5186 0.213
H -1.2094 0.6474 2.3240 0.212
H -0.5530 -0.2900 3.4982 0.193
H -2.7592 -0.9622 1.4389 0.207
H -1.3930 -2.2375 1.7464 0.195
H -2.5779 -1.7224 2.9576 0.211